[1]
This record from OMol25 describes a structure of composition C28H28N7O2Pt at a distorted geometry. The level of theory is the ωB97M-V functional and the def2-TZVPD basis.

Geometry as ORCA input:
```
! wB97M-V def2-TZVPD RIJCOSX def2/J DEFGRID3
* xyz 1 1
Pt -1.14 -0.05 -0.83
C -2.52 -0.14 6.18
C -1.91 -0.35 4.83
C -0.55 -0.54 4.68
C 0.08 -0.70 3.43
C 1.48 -0.90 3.48
N 2.42 -0.76 2.56
C 2.36 -0.05 1.31
C 3.74 0.56 1.02
C 3.68 1.75 0.05
N 2.85 1.47 -1.08
C 3.18 1.26 -2.34
C 2.29 0.74 -3.30
C 2.66 0.64 -4.65
C 1.86 0.01 -5.59
C 2.20 0.03 -7.04
C 0.72 -0.66 -5.15
C 0.28 -0.58 -3.81
C -0.82 -1.38 -3.39
N -1.40 -1.42 -2.23
C -2.39 -2.44 -1.96
C -3.82 -1.89 -1.82
C -3.93 -0.67 -0.90
N -2.84 -0.59 0.05
C -3.08 -0.64 1.32
C -2.16 -0.61 2.41
C -2.70 -0.37 3.68
C -0.74 -0.81 2.24
O -0.24 -1.17 1.14
C 0.98 0.27 -2.90
O 0.53 0.60 -1.75
H -1.76 -0.19 6.95
H -3.27 -0.90 6.37
H -3.01 0.83 6.24
H 0.07 -0.53 5.57
H 1.86 -1.17 4.46
H 3.35 -1.04 2.83
H 1.61 0.74 1.40
H 2.05 -0.73 0.51
H 4.41 -0.21 0.63
H 4.15 0.94 1.95
H 4.69 2.00 -0.27
H 3.26 2.61 0.58
H 1.87 1.28 -0.87
H 4.20 1.46 -2.64
H 3.60 1.08 -4.95
H 3.20 0.42 -7.20
H 1.50 0.68 -7.57
H 2.14 -0.96 -7.48
H 0.15 -1.25 -5.85
H -1.16 -2.11 -4.14
H -2.10 -2.93 -1.02
H -2.38 -3.20 -2.75
H -4.43 -2.71 -1.43
H -4.20 -1.62 -2.80
H -4.89 -0.70 -0.37
H -3.91 0.25 -1.50
H -4.13 -0.69 1.63
H -3.76 -0.21 3.78
N -0.99 1.53 0.37
C -0.87 2.01 1.43
C -0.63 2.62 2.62
C -1.64 3.27 3.34
N -2.45 3.80 3.95
C 0.67 2.54 3.13
N 1.75 2.42 3.51
*
```

Properties
Orbital gap = 6.173 eV
Relative energy (zero: lowest compared OMol25 entry of this formula, charge and spin) = 21.97 kJ/mol

=====

[2]
This record from OMol25 describes a structure of composition C28H28N7OS2Ta at a distorted geometry. The level of theory is the ωB97M-V functional and the def2-TZVPD basis.

Geometry as ORCA input:
```
! wB97M-V def2-TZVPD RIJCOSX def2/J DEFGRID3
* xyz 4 1
Ta -0.45 1.30 0.16
C 4.54 -0.57 2.65
C 4.43 0.72 3.15
C 3.32 1.49 2.87
C 2.30 0.95 2.07
C 2.43 -0.34 1.53
C 3.54 -1.10 1.84
N 1.11 1.69 1.83
N 0.94 2.69 2.56
C -0.22 3.42 2.35
C -0.42 4.54 3.12
C -1.59 5.28 2.93
C -2.51 4.85 1.98
C -2.24 3.71 1.26
N -1.11 2.97 1.42
H 5.41 -1.17 2.90
H 5.22 1.14 3.76
H 3.23 2.49 3.25
H 1.65 -0.76 0.92
H 3.64 -2.11 1.46
H 0.33 4.82 3.84
H -1.77 6.18 3.52
H -3.42 5.40 1.79
H -2.95 3.35 0.52
S -1.39 2.69 -1.55
C -2.30 1.23 -1.97
C -3.25 1.12 -2.96
C -3.91 -0.10 -3.06
C -3.56 -1.16 -2.22
C -2.57 -0.97 -1.28
N -1.96 0.22 -1.15
H -3.49 1.96 -3.60
H -4.71 -0.22 -3.79
H -4.05 -2.12 -2.30
H -2.26 -1.76 -0.61
C 1.93 -5.32 -3.92
C 1.95 -3.93 -3.40
C 0.92 -3.02 -3.72
C 0.94 -1.72 -3.29
C 2.01 -1.31 -2.47
C 3.04 -2.20 -2.11
C 3.00 -3.50 -2.58
S 2.22 0.27 -1.89
C 1.87 1.34 -3.27
O 0.85 0.57 -0.95
H 1.05 -5.53 -4.52
H 2.00 -6.04 -3.10
H 2.82 -5.50 -4.54
H 0.10 -3.36 -4.35
H 0.16 -1.03 -3.58
H 3.86 -1.87 -1.48
H 3.79 -4.18 -2.31
H 0.90 1.14 -3.70
H 2.66 1.13 -3.99
H 1.96 2.38 -2.94
N -4.21 -0.37 3.92
C -3.13 -0.64 3.19
C -2.53 0.31 2.32
N -1.47 -0.04 1.58
C -0.97 -1.29 1.67
C -1.57 -2.20 2.54
N -2.62 -1.88 3.27
H -4.64 0.54 3.95
H -4.59 -1.09 4.51
H -2.91 1.32 2.25
H -0.13 -1.57 1.05
H -1.18 -3.20 2.65
*
```

Properties
Orbital gap = 5.491 eV
Relative energy (zero: lowest compared OMol25 entry of this formula, charge and spin) = 61.83 kJ/mol

=====

[3]
This record from OMol25 describes the molecule C28H28O6. The level of theory is the ωB97M-V functional and the def2-TZVPD basis.

Geometry as ORCA input:
```
! wB97M-V def2-TZVPD RIJCOSX def2/J DEFGRID3
* xyz 0 1
C 2.90 3.73 -2.52
O 1.65 3.36 -2.01
C 1.20 2.08 -2.23
C 1.97 1.11 -2.87
C 1.51 -0.18 -3.05
C 2.45 -1.26 -3.50
O 3.32 -1.66 -2.42
C 2.72 -1.56 -1.18
C 3.06 -0.47 -0.38
C 2.37 -0.20 0.77
C 1.28 -1.00 1.15
C 0.39 -0.69 2.23
C 0.66 0.53 3.05
C -0.70 -1.47 2.44
C -1.78 -1.17 3.45
C -2.43 0.18 3.22
C -2.56 0.71 1.95
C -3.16 1.94 1.75
C -3.66 2.65 2.83
C -3.55 2.12 4.11
C -2.94 0.89 4.30
C -0.92 -2.68 1.66
O -1.84 -3.45 1.80
O -0.01 -2.97 0.68
C 1.02 -2.14 0.38
C 1.75 -2.46 -0.77
C 1.45 -3.72 -1.52
C 0.23 -0.51 -2.61
C -0.55 0.43 -1.97
O -1.79 0.19 -1.47
C -2.34 -1.11 -1.61
C -0.08 1.74 -1.76
O -0.93 2.54 -1.06
C -0.84 3.94 -1.14
H 2.95 3.62 -3.60
H 3.71 3.16 -2.05
H 3.01 4.79 -2.26
H 2.97 1.35 -3.20
H 1.89 -2.13 -3.86
H 3.13 -0.92 -4.29
H 3.86 0.18 -0.70
H 2.62 0.67 1.36
H 0.50 1.43 2.45
H 0.00 0.59 3.92
H 1.69 0.54 3.40
H -2.54 -1.95 3.36
H -1.38 -1.22 4.46
H -2.17 0.17 1.09
H -3.23 2.33 0.75
H -4.13 3.61 2.68
H -3.94 2.67 4.95
H -2.85 0.49 5.30
H 1.37 -4.55 -0.82
H 2.24 -3.93 -2.23
H 0.50 -3.65 -2.05
H -0.13 -1.51 -2.77
H -3.32 -1.07 -1.14
H -1.73 -1.86 -1.11
H -2.46 -1.38 -2.67
H -1.76 4.31 -0.68
H -0.79 4.28 -2.18
H 0.02 4.33 -0.60
*
```

Properties
Orbital gap = 8.301 eV
Relative energy (zero: lowest compared OMol25 entry of this formula, charge and spin) = 14.32 kJ/mol
SMILES = COc1cc(COc2ccc3c(C)c(Cc4ccccc4)c(=O)oc3c2C)cc(OC)c1OC

=====

[4]
This record from OMol25 describes a structure of composition C28H29AsClIrO5Si at a distorted geometry. The level of theory is the ωB97M-V functional and the def2-TZVPD basis.

Geometry as ORCA input:
```
! wB97M-V def2-TZVPD RIJCOSX def2/J DEFGRID3
* xyz 0 1
Ir -0.55 0.29 0.10
O -2.12 3.47 -0.88
Cl -1.80 2.79 0.32
O -2.35 3.39 1.47
O -0.35 2.60 0.45
O -2.32 1.35 0.22
C -0.85 -5.72 1.72
C -0.79 -4.53 2.43
C -1.03 -3.33 1.79
C -1.35 -3.32 0.44
C -1.44 -4.51 -0.27
C -1.17 -5.71 0.37
As -1.70 -1.60 -0.41
C -1.95 -2.07 -2.26
C -0.98 -2.25 -3.23
C -1.36 -2.56 -4.53
C -2.71 -2.68 -4.84
C -3.68 -2.48 -3.87
C -3.31 -2.17 -2.57
C -4.23 -1.88 -1.45
C -5.62 -1.94 -1.50
C -6.37 -1.61 -0.38
C -5.74 -1.23 0.80
C -4.36 -1.17 0.87
C -3.62 -1.49 -0.25
H -0.64 -6.66 2.22
H -0.54 -4.54 3.49
H -0.96 -2.39 2.34
H -1.69 -4.50 -1.32
H -1.22 -6.64 -0.18
H 0.07 -2.12 -2.99
H -0.61 -2.69 -5.30
H -3.01 -2.91 -5.86
H -4.73 -2.55 -4.14
H -6.12 -2.23 -2.42
H -7.45 -1.66 -0.42
H -6.34 -0.96 1.67
H -3.87 -0.85 1.78
C 2.83 2.13 -0.79
Si 2.76 0.27 -0.74
C 2.99 -0.40 -2.47
C 4.11 -0.41 0.36
O 1.33 -0.24 -0.15
H 3.78 2.49 -1.20
H 2.72 2.56 0.21
H 2.02 2.53 -1.41
H 3.92 -0.02 -2.91
H 2.17 -0.09 -3.12
H 3.05 -1.49 -2.49
H 5.10 -0.12 0.00
H 4.08 -1.50 0.39
H 4.01 -0.04 1.38
C 1.47 -2.89 -0.17
C 2.04 -4.16 -0.28
C 2.04 -4.86 -1.51
C 2.57 -6.12 -1.60
C 3.12 -6.73 -0.47
C 3.13 -6.06 0.75
C 2.60 -4.80 0.85
H 1.04 -2.40 -1.03
H 1.42 -2.35 0.76
H 1.61 -4.38 -2.38
H 2.57 -6.65 -2.55
H 3.54 -7.72 -0.55
H 3.56 -6.54 1.62
H 2.60 -4.27 1.80
*
```

Properties
Orbital gap (alpha / beta) = 3.630 / 3.634 eV
Relative energy (zero: lowest compared OMol25 entry of this formula, charge and spin) = 351.92 kJ/mol